*1*
Entry from the OMol25 dataset: a cluster of 12 separate species, C12H48N24O12 in total (wB97M-V/def2-TZVPD).

Each line ends with the Mulliken charge.
CARTESIAN COORDINATES (ANGSTROEM)
N1 1.168 0.118 0.894  -0.41
C1 0.393 -0.397 -0.079  0.61
N2 -0.289 0.583 -0.658  -0.39
O1 0.339 -1.533 -0.429  -0.61
H1 1.855 -0.550 1.213  0.24
H2 1.190 1.127 0.938  0.18
H3 -0.975 0.337 -1.357  0.22
H4 -0.275 1.513 -0.263  0.15
N3 -0.484 -8.658 1.589  -0.41
C2 -1.546 -9.225 1.932  0.62
N4 -1.470 -10.476 2.157  -0.41
O2 -2.610 -8.679 2.137  -0.69
H5 0.464 -8.932 1.806  0.22
H6 -0.658 -7.663 1.596  0.25
H7 -0.644 -11.028 1.974  0.18
H8 -2.388 -10.816 2.403  0.23
N5 2.778 -7.370 7.003  -0.39
C3 1.898 -6.618 7.522  0.69
N6 2.054 -5.436 7.093  -0.36
O3 1.047 -6.937 8.360  -0.69
H9 2.672 -8.346 7.240  0.23
H10 3.371 -7.057 6.248  0.16
H11 2.651 -5.373 6.281  0.15
H12 1.644 -4.680 7.622  0.21
N7 6.247 2.075 6.204  -0.42
C4 7.317 1.397 6.552  0.64
N8 8.461 1.887 6.092  -0.46
O4 7.268 0.561 7.407  -0.61
H13 6.068 2.645 5.389  0.20
H14 5.561 2.041 6.944  0.21
H15 9.331 1.496 6.425  0.24
H16 8.344 2.872 5.900  0.21
N9 -6.812 -3.161 -1.641  -0.40
C5 -6.616 -2.295 -2.658  0.63
N10 -7.699 -1.713 -3.085  -0.40
O5 -5.570 -2.137 -3.211  -0.63
H17 -6.115 -3.816 -1.317  0.21
H18 -7.745 -3.345 -1.301  0.16
H19 -8.556 -1.639 -2.556  0.19
H20 -7.458 -1.272 -3.961  0.23
N11 1.858 7.531 5.102  -0.39
C6 1.216 7.085 4.127  0.63
N12 0.064 7.671 4.100  -0.41
O6 1.709 6.340 3.216  -0.70
H21 1.226 7.790 5.846  0.21
H22 2.817 7.228 5.196  0.23
H23 -0.083 8.440 4.738  0.20
H24 -0.428 7.576 3.223  0.24
N13 7.922 -3.807 1.721  -0.34
C7 6.792 -4.314 1.567  0.65
N14 6.619 -4.376 0.232  -0.51
O7 6.082 -4.820 2.476  -0.68
H25 8.211 -3.632 2.673  0.23
H26 8.370 -3.557 0.851  0.22
H27 5.664 -4.495 -0.075  0.21
H28 7.426 -4.764 -0.236  0.22
N15 -7.128 2.806 2.585  -0.38
C8 -8.207 3.582 2.565  0.63
N16 -9.351 2.894 2.531  -0.37
O8 -8.305 4.785 2.492  -0.63
H29 -7.153 1.820 2.807  0.20
H30 -6.266 3.330 2.620  0.23
H31 -9.135 1.908 2.496  0.14
H32 -10.298 3.245 2.530  0.20
N17 -1.262 -0.294 -10.010  -0.38
C9 -0.366 0.507 -9.473  0.64
N18 -0.795 1.140 -8.409  -0.37
O9 0.743 0.657 -9.987  -0.65
H33 -1.138 -0.704 -10.925  0.21
H34 -1.957 -0.643 -9.366  0.17
H35 -1.588 0.827 -7.869  0.17
H36 -0.276 1.944 -8.085  0.21
N19 2.354 6.441 -3.163  -0.35
C10 2.283 7.319 -4.102  0.59
N20 2.944 8.422 -3.891  -0.47
O10 1.856 7.120 -5.219  -0.65
H37 2.849 6.472 -2.283  0.19
H38 1.931 5.527 -3.235  0.22
H39 2.782 8.745 -2.948  0.22
H40 2.905 9.179 -4.558  0.25
N21 0.832 -6.744 -4.772  -0.34
C11 1.492 -6.226 -5.780  0.64
N22 1.493 -4.933 -5.675  -0.35
O11 2.088 -6.820 -6.668  -0.65
H41 0.260 -6.018 -4.365  0.15
H42 0.705 -7.719 -4.540  0.20
H43 0.936 -4.539 -4.930  0.14
H44 2.133 -4.353 -6.198  0.21
N23 -4.094 8.344 -3.864  -0.40
C12 -4.259 7.865 -2.649  0.58
N24 -5.495 8.014 -2.221  -0.42
O12 -3.485 7.194 -2.141  -0.56
H45 -4.844 8.891 -4.262  0.16
H46 -3.224 8.077 -4.303  0.23
H47 -5.788 7.646 -1.328  0.23
H48 -5.845 8.895 -2.571  0.18

## Properties
**Orbital gap**: 9.45 eV
**HOMO energy**: -9.37 eV
**Structure (SMILES)**: NC(N)=O.NC(N)=O.NC(N)=O.NC(N)=O.NC(N)=O.NC(N)=O.NC(N)=O.NC(N)=O.NC(N)=O.NC(N)=O.NC(N)=O.NC(N)=O

*2*
Entry from the OMol25 dataset: a cluster of 12 separate species, C12H48N24O12 in total (wB97M-V/def2-TZVPD).

Each line ends with the Mulliken charge.
CARTESIAN COORDINATES (ANGSTROEM)
N1 3.963 -0.778 0.279  0.04
C1 5.217 -0.351 0.161  0.55
N2 5.419 0.780 0.889  -0.34
O1 6.159 -0.867 -0.414  -0.69
H1 3.680 -1.594 -0.244  0.02
H2 3.347 -0.234 0.867  0.06
H3 6.407 0.993 0.886  0.21
H4 4.770 1.149 1.570  0.13
N3 -1.473 4.968 -1.110  -0.38
C2 -2.297 3.935 -0.932  0.74
N4 -2.752 3.868 0.265  -0.22
O2 -2.484 3.094 -1.807  -0.70
H5 -1.055 5.143 -2.013  0.20
H6 -1.450 5.743 -0.463  0.20
H7 -2.360 4.542 0.907  0.08
H8 -3.353 3.145 0.634  0.20
N5 -2.674 -3.648 -0.813  0.12
C3 -2.337 -4.895 -0.815  0.51
N6 -3.319 -5.725 -0.728  -0.39
O3 -1.165 -5.284 -0.830  -0.69
H9 -1.950 -2.945 -0.772  -0.09
H10 -3.652 -3.439 -0.671  0.06
H11 -4.166 -5.244 -0.461  0.12
H12 -3.125 -6.699 -0.543  0.28
N7 -5.747 -0.205 1.756  -0.43
C4 -4.500 0.193 1.581  0.59
N8 -3.729 -0.750 1.135  -0.37
O4 -4.078 1.296 1.605  -0.67
H13 -5.953 -1.181 1.916  0.18
H14 -6.535 0.421 1.839  0.22
H15 -4.075 -1.481 0.529  0.24
H16 -2.771 -0.436 1.087  0.23
N9 -4.418 -1.047 -2.714  -0.24
C5 -5.383 -1.702 -2.190  0.71
N10 -6.455 -1.429 -2.923  -0.47
O5 -5.326 -2.351 -1.190  -0.70
H17 -4.542 -0.431 -3.505  0.17
H18 -3.498 -1.202 -2.328  0.16
H19 -6.358 -1.049 -3.854  0.15
H20 -7.350 -1.569 -2.475  0.23
N11 3.061 -2.687 -2.345  -0.09
C6 3.799 -2.209 -3.231  0.58
N12 3.207 -1.043 -3.522  -0.21
O6 4.873 -2.704 -3.603  -0.73
H21 3.327 -3.488 -1.788  0.27
H22 2.403 -2.053 -1.917  -0.09
H23 3.671 -0.528 -4.257  0.20
H24 2.293 -0.789 -3.177  0.06
N13 2.383 -0.516 3.798  -0.22
C7 2.831 0.602 4.043  0.55
N14 3.818 0.445 4.840  -0.39
O7 2.485 1.573 3.426  -0.74
H25 2.847 -1.392 3.985  0.17
H26 1.473 -0.527 3.359  0.13
H27 4.090 -0.527 4.807  0.14
H28 4.401 1.207 5.156  0.22
N15 1.155 -5.134 1.678  -0.40
C8 1.450 -3.989 1.026  0.77
N16 0.605 -3.069 1.266  -0.01
O8 2.383 -3.845 0.289  -0.67
H29 0.326 -5.160 2.253  0.09
H30 1.665 -6.004 1.623  0.23
H31 0.754 -2.234 0.718  -0.17
H32 -0.121 -3.184 1.959  0.26
N17 4.057 4.798 0.187  -0.41
C9 3.179 4.066 0.675  0.77
N18 3.608 3.550 1.722  -0.17
O9 2.040 3.997 0.243  -0.77
H33 5.004 4.758 0.536  0.13
H34 3.731 5.460 -0.503  0.27
H35 3.086 2.732 2.003  -0.01
H36 4.478 3.836 2.148  0.21
N19 -1.266 -3.212 -4.139  -0.41
C10 -0.852 -2.258 -3.379  0.14
N20 0.295 -1.812 -3.763  -0.45
O10 -1.459 -1.805 -2.414  -0.32
H37 -0.650 -3.622 -4.826  0.19
H38 -2.095 -3.721 -3.867  0.24
H39 1.027 -2.447 -4.048  0.29
H40 0.404 -0.959 -3.233  0.24
N21 -0.255 4.673 2.219  -0.02
C11 -0.389 5.944 2.185  0.45
N22 0.482 6.571 1.426  -0.33
O11 -1.170 6.584 2.801  -0.70
H41 0.507 4.449 1.595  -0.01
H42 -0.581 4.118 2.997  0.16
H43 0.827 5.975 0.687  0.20
H44 0.395 7.562 1.250  0.24
N23 -1.003 0.431 -0.434  0.26
C12 0.129 0.305 0.312  0.39
N24 0.177 1.135 1.300  0.15
O12 0.893 -0.575 0.103  -0.44
H45 -1.701 1.138 -0.253  -0.01
H46 -1.127 -0.327 -1.088  -0.23
H47 0.935 1.327 1.939  0.03
H48 -0.514 1.849 1.121  -0.10

## Properties
**Orbital gap**: 9.14 eV
**HOMO energy**: -9.02 eV
**Structure (SMILES)**: NC(N)=O.NC(N)=O.NC(N)=O.NC(N)=O.NC(N)=O.NC(N)=O.NC(N)=O.NC(N)=O.NC(N)=O.NC(N)=O.NC(N)=O.NC(N)=O

*3*
Entry from the OMol25 dataset: a structure of composition C12H48N24O12 (wB97M-V/def2-TZVPD).

Each line ends with the Mulliken charge.
CARTESIAN COORDINATES (ANGSTROEM)
C1 -0.751 4.039 3.296  0.46
O1 0.162 4.423 4.011  -0.68
N1 -2.031 4.431 3.440  -0.41
N2 -0.585 3.163 2.345  -0.29
H1 -2.802 4.120 2.866  0.16
H2 -2.248 4.859 4.329  0.26
H3 -1.341 2.683 1.877  -0.41
H4 0.363 2.820 2.410  0.66
C2 2.089 3.003 1.519  0.30
O2 1.234 2.659 2.332  -0.51
N3 3.176 3.515 1.881  -0.28
N4 1.893 2.785 0.263  -0.04
H5 3.302 3.237 2.844  0.37
H6 3.876 3.803 1.212  0.24
H7 1.127 2.162 0.050  -0.38
H8 2.629 2.751 -0.427  0.40
C3 3.874 -1.395 0.376  0.30
O3 4.089 -0.178 0.335  -0.72
N5 2.715 -1.942 0.411  0.67
N6 4.930 -2.137 0.497  -0.30
H9 1.865 -1.414 0.274  -0.10
H10 2.629 -2.947 0.452  0.21
H11 5.754 -1.693 0.876  0.34
H12 4.801 -3.102 0.765  0.19
C4 -3.283 0.673 -0.615  -0.40
O4 -2.603 -0.130 0.004  -0.40
N7 -2.720 1.775 -1.127  -0.06
N8 -4.559 0.550 -0.803  -0.17
H13 -1.732 1.929 -0.984  -0.15
H14 -3.213 2.307 -1.830  0.31
H15 -5.066 -0.176 -0.318  0.35
H16 -5.072 1.145 -1.438  0.28
C5 0.416 -3.513 -0.032  -0.12
O5 0.637 -3.823 1.138  -0.75
N9 1.196 -3.839 -1.062  -0.10
N10 -0.605 -2.915 -0.482  0.22
H17 1.180 -3.202 -1.846  0.18
H18 1.997 -4.439 -0.930  0.39
H19 -1.392 -2.487 -0.016  0.20
H20 -0.485 -2.644 -1.448  1.13
C6 0.075 0.228 0.301  -3.55
O6 1.230 0.088 0.118  -0.08
N11 -0.732 -0.679 -0.306  0.32
N12 -0.569 1.185 0.918  0.94
H21 -1.728 -0.511 -0.312  0.05
H22 -0.473 -1.648 -0.428  0.04
H23 -1.498 0.940 1.231  1.03
H24 -0.138 2.032 1.258  1.02
C7 2.783 0.319 3.076  0.22
O7 2.573 0.153 4.238  -0.80
N13 1.799 0.321 2.220  0.64
N14 3.926 0.316 2.483  -0.15
H25 1.942 0.493 1.235  -0.84
H26 0.859 0.356 2.588  -0.12
H27 4.795 0.036 2.916  0.28
H28 3.924 0.354 1.474  0.21
C8 -3.303 -0.883 2.008  0.52
O8 -4.040 -1.405 1.223  -0.76
N15 -2.897 -1.397 3.124  -0.34
N16 -2.854 0.290 1.866  -0.29
H29 -2.150 -0.798 3.446  0.15
H30 -3.019 -2.278 3.602  0.23
H31 -2.331 0.741 2.603  0.18
H32 -3.170 0.862 1.095  0.26
C9 2.965 -1.505 -2.427  0.15
O9 4.050 -0.959 -2.282  -0.67
N17 1.830 -1.108 -1.846  0.81
N18 2.593 -2.437 -3.241  -0.09
H33 1.897 -0.392 -1.137  0.63
H34 0.994 -1.654 -1.998  -1.69
H35 3.346 -2.971 -3.652  0.29
H36 1.657 -2.801 -3.348  0.11
C10 -0.208 2.457 -1.628  -0.29
O10 -1.418 2.733 -1.546  -0.59
N19 0.290 1.252 -1.828  0.79
N20 0.695 3.396 -1.646  -0.25
H37 1.192 1.342 -2.274  0.39
H38 -0.087 0.365 -1.527  -1.75
H39 1.651 3.131 -1.833  0.26
H40 0.517 4.262 -1.159  0.32
C11 -0.717 -1.116 -3.009  0.52
O11 -0.582 -1.807 -2.006  -1.36
N21 -1.240 -0.004 -3.091  -0.08
N22 -0.101 -1.413 -4.144  -0.26
H41 -1.421 0.521 -3.935  0.41
H42 -1.843 0.248 -2.321  -0.07
H43 -0.071 -0.810 -4.954  0.23
H44 0.369 -2.306 -4.091  0.34
C12 -3.572 -2.715 -0.918  -0.16
O12 -4.162 -3.771 -0.830  -0.85
N23 -2.366 -2.568 -1.400  0.46
N24 -4.145 -1.652 -0.553  -0.76
H45 -2.084 -1.627 -1.632  0.25
H46 -1.975 -3.317 -1.954  0.23
H47 -3.693 -0.772 -0.348  1.71
H48 -4.808 -1.975 0.137  0.43

## Properties
**Orbital gap**: 6.67 eV
**HOMO energy**: -7.47 eV

Most stable structure: *2*

*1*
Entry from the OMol25 dataset: a cluster of 2 separate species, CH2FOPS in total (wB97M-V/def2-TZVPD).

Each line ends with the Mulliken charge.
CARTESIAN COORDINATES (ANGSTROEM)
C1 -1.537 -0.328 0.108  -0.35
O1 1.058 1.161 -0.626  -0.34
F1 2.800 0.312 0.914  -0.26
P1 -1.025 -1.821 -0.422  -0.05
S1 2.172 0.215 -0.649  0.55
H1 -2.501 -0.120 0.664  0.23
H2 -0.967 0.581 0.010  0.23

## Properties
**Orbital gap (alpha / beta)**: 8.77 / 6.72 eV
**HOMO energy (alpha / beta)**: -9.71 / -8.36 eV

*2*
Entry from the OMol25 dataset: the molecule CH2FOPS (wB97M-V/def2-TZVPD).

Each line ends with the Mulliken charge.
CARTESIAN COORDINATES (ANGSTROEM)
C1 -0.800 -0.385 0.467  -0.56
O1 0.779 -1.195 -1.428  -0.51
F1 1.451 -0.145 0.802  -0.25
P1 0.073 1.934 -1.021  0.04
S1 0.509 -0.088 -0.553  0.69
H1 -1.536 0.274 0.117  0.31
H2 -0.477 -0.394 1.616  0.27

## Properties
**Orbital gap (alpha / beta)**: 6.43 / 6.44 eV
**HOMO energy (alpha / beta)**: -9.12 / -9.13 eV

Most stable structure: *1*

*1*
Entry from the OMol25 dataset: a cluster of 2 separate species, CH2FOPS in total (wB97M-V/def2-TZVPD).

Each line ends with the Mulliken charge.
CARTESIAN COORDINATES (ANGSTROEM)
C1 1.448 0.118 0.087  -0.48
O1 -0.983 1.046 -0.923  -0.40
F1 -1.708 -1.767 0.454  -0.20
P1 0.496 1.274 -0.777  0.30
S1 -2.657 -0.459 0.070  0.35
H1 2.553 0.183 0.122  0.28
H2 0.851 -0.394 0.968  0.16

## Properties
**Orbital gap (alpha / beta)**: 5.36 / 5.38 eV
**HOMO energy (alpha / beta)**: -8.78 / -8.79 eV

*2*
Entry from the OMol25 dataset: a cluster of 2 separate species, CH2FOPS in total (wB97M-V/def2-TZVPD).

Each line ends with the Mulliken charge.
CARTESIAN COORDINATES (ANGSTROEM)
C1 0.097 0.574 0.063  -0.36
O1 -2.421 -1.012 -0.440  -0.29
F1 -4.071 0.176 1.043  -0.30
P1 -0.700 1.997 -0.175  -0.07
S1 -3.521 -0.135 -0.583  0.53
H1 1.156 0.384 -0.179  0.28
H2 -0.510 -0.183 0.693  0.21

## Properties
**Orbital gap (alpha / beta)**: 8.70 / 6.72 eV
**HOMO energy (alpha / beta)**: -9.58 / -8.28 eV

Most stable structure: *2*